103
Properties=species:S:1:pos:R:3 method="wB97M-V/def2-TZVPD" gap_ev=6.80 fmax_ev_per_a=0.73 homo_ev=-7.89
Ir 0.19 -0.56 0.55
C 0.48 -4.06 3.69
C -0.67 -3.09 3.38
C -2.01 -3.81 3.54
C -0.62 -1.86 4.25
C -0.62 -2.07 5.62
C -0.54 -1.03 6.52
C -0.38 0.25 6.03
C -0.35 0.52 4.67
C -0.05 1.96 4.30
C -1.14 2.94 4.74
C 1.28 2.40 4.92
C -0.57 -0.54 3.74
N -0.77 -0.19 2.36
C -1.68 0.84 2.16
O -2.69 1.07 2.78
C -1.12 1.85 1.17
C -1.50 3.16 0.96
C -0.64 3.97 0.22
C 0.58 3.49 -0.26
C 0.87 2.16 -0.04
N 0.01 1.42 0.63
C 2.14 1.41 -0.33
O 3.15 1.99 -0.65
N 2.02 0.03 -0.12
C 3.30 -0.65 -0.05
C 3.89 -0.76 1.23
C 5.06 -1.50 1.39
C 5.67 -2.10 0.30
C 5.13 -1.92 -0.95
C 3.96 -1.18 -1.17
C 3.59 -1.10 -2.65
C 2.72 0.06 -3.12
C 3.04 -2.44 -3.13
C 3.40 0.01 2.45
C 3.36 -0.85 3.71
C 4.30 1.24 2.62
H 0.42 -4.93 3.04
H 0.43 -4.41 4.72
H 1.45 -3.59 3.55
H -0.55 -2.76 2.36
H -2.11 -4.21 4.55
H -2.08 -4.66 2.85
H -2.86 -3.14 3.37
H -0.69 -3.08 5.99
H -0.58 -1.22 7.59
H -0.26 1.07 6.73
H 0.08 2.03 3.22
H -1.17 3.01 5.83
H -2.12 2.63 4.39
H -0.93 3.94 4.36
H 1.22 2.46 6.01
H 1.56 3.40 4.55
H 2.08 1.71 4.67
H -2.42 3.54 1.39
H -0.90 5.01 0.05
H 1.28 4.13 -0.79
H 5.51 -1.57 2.36
H 6.58 -2.67 0.43
H 5.63 -2.34 -1.81
H 4.55 -0.96 -3.15
H 1.71 0.01 -2.73
H 2.65 0.03 -4.21
H 3.16 1.02 -2.84
H 2.10 -2.67 -2.65
H 3.74 -3.25 -2.90
H 2.87 -2.42 -4.21
H 2.38 0.35 2.27
H 4.36 -1.13 4.05
H 2.78 -1.75 3.55
H 2.88 -0.30 4.54
H 5.33 0.93 2.80
H 3.98 1.85 3.47
H 4.30 1.87 1.73
O -3.65 -1.66 -0.60
C -2.52 -1.71 -0.19
O -1.79 -0.64 0.03
C -1.84 -3.04 0.11
P -0.08 -2.74 -0.24
C -0.22 -2.72 -2.06
C -0.49 -1.52 -2.72
C -0.69 -1.51 -4.09
C -0.62 -2.68 -4.82
C -0.38 -3.88 -4.17
C -0.19 -3.90 -2.80
C 0.90 -4.19 0.22
C 2.19 -3.98 0.69
C 2.99 -5.06 1.04
C 2.50 -6.35 0.94
C 1.20 -6.56 0.50
C 0.40 -5.49 0.13
H -2.28 -3.83 -0.49
H -1.99 -3.26 1.16
H -0.56 -0.60 -2.16
H -0.89 -0.57 -4.59
H -0.77 -2.67 -5.89
H -0.33 -4.81 -4.73
H 0.03 -4.85 -2.31
H 2.58 -2.98 0.77
H 4.00 -4.88 1.39
H 3.12 -7.19 1.22
H 0.80 -7.57 0.44
H -0.62 -5.67 -0.18


106
Properties=species:S:1:pos:R:3 method="wB97M-V/def2-TZVPD" gap_ev=7.08 fmax_ev_per_a=1.47 de_lowest_kj_mol=0.0 homo_ev=-7.36
Ir -0.22 -0.31 0.20
C 0.31 0.46 5.31
Si 0.19 0.88 3.48
C 1.63 2.07 3.25
C -1.47 1.70 3.30
C 0.37 -0.58 2.28
C 1.74 -0.90 1.84
C 2.92 -1.13 2.54
C 4.03 -1.56 1.83
C 3.96 -1.73 0.45
C 2.77 -1.43 -0.19
N 1.71 -1.03 0.51
Si -0.26 -2.29 2.99
C 0.65 -3.69 2.13
C -2.12 -2.41 2.99
C 0.26 -2.59 4.78
H 0.37 1.43 5.83
H 1.20 -0.11 5.59
H -0.57 -0.06 5.69
H 1.47 2.94 3.90
H 1.77 2.45 2.24
H 2.57 1.61 3.56
H -1.67 2.30 4.19
H -2.26 0.94 3.21
H -1.54 2.34 2.43
H 2.95 -1.01 3.62
H 4.96 -1.78 2.35
H 4.81 -2.07 -0.12
H 2.64 -1.53 -1.26
H 0.80 -3.58 1.05
H 0.12 -4.64 2.29
H 1.64 -3.80 2.58
H -2.56 -2.32 2.00
H -2.55 -1.63 3.63
H -2.41 -3.37 3.41
H 1.31 -2.33 4.98
H 0.16 -3.66 4.93
H -0.36 -2.09 5.51
C -0.07 2.38 -2.10
C 0.50 1.48 -3.18
As 0.07 -0.38 -2.78
C 1.03 -1.26 -4.23
C 0.41 -2.10 -5.15
C 1.17 -2.72 -6.14
C 2.54 -2.49 -6.22
C 3.16 -1.66 -5.30
C 2.40 -1.05 -4.31
C -1.75 -0.54 -3.43
C -2.40 -1.75 -3.21
C -3.70 -1.94 -3.66
C -4.37 -0.91 -4.30
C -3.73 0.30 -4.51
C -2.42 0.49 -4.09
As 0.61 1.98 -0.29
C 2.52 2.28 -0.55
C 2.96 3.13 -1.57
C 4.31 3.40 -1.73
C 5.24 2.83 -0.87
C 4.81 2.00 0.16
C 3.46 1.73 0.31
C 0.09 3.70 0.47
C -1.26 4.04 0.49
C -1.65 5.29 0.95
C -0.70 6.21 1.39
C 0.64 5.87 1.35
C 1.04 4.62 0.89
H -1.15 2.29 -2.02
H 0.15 3.44 -2.29
H 1.59 1.54 -3.21
H 0.14 1.75 -4.17
H -0.65 -2.28 -5.11
H 0.68 -3.37 -6.86
H 3.12 -2.97 -7.00
H 4.22 -1.49 -5.35
H 2.90 -0.42 -3.58
H -1.89 -2.55 -2.69
H -4.19 -2.89 -3.48
H -5.39 -1.05 -4.63
H -4.25 1.11 -5.01
H -1.95 1.44 -4.27
H 2.25 3.60 -2.24
H 4.64 4.05 -2.53
H 6.29 3.04 -0.99
H 5.52 1.57 0.84
H 3.14 1.10 1.13
H -2.02 3.34 0.17
H -2.70 5.55 0.97
H -1.01 7.18 1.75
H 1.39 6.58 1.69
H 2.09 4.38 0.87
N -0.94 -2.18 -0.09
C -1.27 -3.29 -0.23
N -1.76 -4.43 -0.46
C -1.31 -5.59 -0.03
N -0.98 -6.65 0.32
Se -2.47 0.64 -0.10
C -3.80 -0.55 0.58
C -4.05 -1.81 0.05
C -5.06 -2.59 0.59
N -5.84 -2.19 1.59
C -5.61 -0.98 2.09
C -4.62 -0.13 1.62
H -3.45 -2.19 -0.77
H -5.25 -3.58 0.19
H -6.26 -0.66 2.90
H -4.49 0.85 2.07


110
Properties=species:S:1:pos:R:3 method="wB97M-V/def2-TZVPD" gap_ev="6.49 / 6.97" fmax_ev_per_a=5.80 multiplicity=3 homo_ev="-11.58 / -12.13" charge=+2
V 0.51 0.25 0.34
Cl -2.56 -1.76 -0.95
C -3.22 -2.15 0.59
C -4.06 -3.23 0.77
C -4.57 -3.48 2.04
C -4.22 -2.66 3.10
C -3.38 -1.58 2.91
C -2.88 -1.30 1.64
P -1.79 0.12 1.23
C -1.98 1.08 2.78
C -3.02 1.98 2.99
C -3.14 2.64 4.19
C -2.22 2.42 5.20
C -1.17 1.53 5.00
C -1.05 0.86 3.80
C -2.88 1.07 0.11
C -4.27 1.00 0.17
C -5.04 1.77 -0.68
C -4.43 2.62 -1.59
C -3.05 2.70 -1.66
C -2.28 1.93 -0.80
H -4.32 -3.87 -0.06
H -5.24 -4.30 2.19
H -4.61 -2.87 4.08
H -3.12 -0.94 3.74
H -3.74 2.17 2.20
H -3.95 3.34 4.34
H -2.31 2.94 6.15
H -0.44 1.37 5.78
H -0.23 0.18 3.63
H -4.75 0.33 0.87
H -6.11 1.71 -0.63
H -5.04 3.21 -2.26
H -2.58 3.35 -2.37
H -1.20 2.00 -0.84
C 2.86 7.07 -1.03
C 3.53 6.32 0.11
N 2.76 5.15 0.51
C 3.07 3.96 -0.05
C 2.36 2.82 0.15
C 2.85 1.56 -0.53
O 3.86 1.58 -1.20
O 2.12 0.53 -0.33
C 1.19 2.83 0.98
O 0.46 1.79 1.14
C 0.87 4.09 1.59
C -0.23 4.19 2.45
C -0.53 5.38 3.06
F -1.58 5.42 3.92
C 0.21 6.54 2.83
C 1.30 6.44 1.96
C 1.66 5.25 1.35
N -0.09 7.79 3.39
C -1.44 8.10 3.80
C -1.63 9.61 3.70
N -0.63 10.29 4.57
C 0.75 9.91 4.17
C 0.89 8.39 4.26
H 3.46 7.92 -1.33
H 1.87 7.43 -0.74
H 2.75 6.41 -1.89
H 3.67 6.97 0.98
H 4.52 5.98 -0.21
H 3.93 3.92 -0.70
H -0.83 3.32 2.65
H 1.85 7.35 1.76
H -1.65 7.76 4.83
H -2.15 7.61 3.14
H -2.64 9.89 4.02
H -1.48 9.94 2.67
H -0.78 9.98 5.54
H -0.75 11.31 4.53
H 1.48 10.40 4.83
H 0.92 10.23 3.14
H 0.75 8.07 5.31
H 1.89 8.09 3.95
C 4.47 -2.40 2.33
C 3.05 -2.09 2.80
C 2.46 -3.34 3.44
O 2.24 -1.78 1.64
B 1.63 -0.59 1.81
O 1.94 0.01 2.98
C 2.93 -0.78 3.68
C 2.45 -1.02 5.11
C 4.21 0.06 3.73
H 4.46 -3.30 1.73
H 5.12 -2.56 3.18
H 4.87 -1.59 1.72
H 2.53 -4.15 2.72
H 1.41 -3.20 3.69
H 3.01 -3.63 4.33
H 1.51 -1.55 5.14
H 2.32 -0.06 5.61
H 3.20 -1.58 5.65
H 4.52 0.35 2.73
H 5.01 -0.47 4.22
H 4.00 0.97 4.29
N 0.18 -3.12 0.20
C 0.50 -2.50 -0.97
C 0.95 -3.24 -2.08
C 1.14 -2.61 -3.28
C 0.84 -1.25 -3.38
C 0.41 -0.59 -2.25
N 0.28 -1.18 -1.05
H 0.57 -4.03 0.36
H 0.08 -2.53 1.01
H 1.15 -4.30 -1.96
H 1.51 -3.15 -4.14
H 0.95 -0.72 -4.31
H 0.17 0.46 -2.30